# C7H12Cl2N2P

An isolated ion of composition C7H12Cl2N2P and charge +1 at a distorted geometry (ωB97M-V/def2-TZVPD, OMol25).

```
! wB97M-V def2-TZVPD RIJCOSX def2/J DEFGRID3
* xyz 1 1
C 0.5635 0.7005 -0.0200
C 0.8521 -0.7562 -0.1342
C -1.6769 0.6266 -0.8801
C 1.6155 1.6334 0.4802
C 2.2079 -1.2276 0.3471
C -1.0902 2.5327 -0.0828
C -0.2401 -2.8564 -0.7796
N -0.5910 1.1385 -0.3501
N -0.1187 -1.4634 -0.6178
P -2.7934 -0.5254 -0.1625
Cl -4.5075 0.4539 -0.5285
Cl -2.6925 -0.4340 1.7930
H 1.6017 1.3332 1.5219
H 2.5691 1.4457 -0.0044
H 1.3810 2.7070 0.4573
H 2.8134 -1.3067 -0.4985
H 2.5110 -0.5458 1.1218
H 1.9419 -2.2618 0.7344
H -0.7083 2.8857 0.9775
H -0.6579 3.1179 -0.7717
H -2.1461 2.3645 -0.0439
H -0.0690 -3.1385 -1.8742
H 0.5633 -3.4824 -0.1535
H -1.3288 -2.9414 -0.5315
*
```

Computed properties:
SMILES ... C/N=C(C)/C(C)=[N+](/C)C#P(Cl)Cl
HOMO level ... -12.78 eV
LUMO level ... -0.1929 Ha
Relative energy (zero: lowest compared OMol25 entry of this formula, charge and spin) ... 115.6 kcal per mole
Total energy ... -44756.9820 eV
Frontier orbital gap ... 7.53 eV